The following is a quantum chemistry calculation of 5 unconnected molecules or ions with the total composition C16H45N3O5, from OMol25.

Last column: Löwdin charge in e.
CARTESIAN COORDINATES (ANGSTROEM)
C1 -7.312 -3.583 -7.922  -0.0398
C2 -8.013 -2.168 -7.846  -0.4143
C3 -7.319 -1.202 -6.874  -0.2144
O1 -7.660 -1.598 -5.547  -0.1913
C4 -7.095 -0.747 -4.502  -0.0843
N1 -7.914 -1.638 -9.197  0.0104
H1 -7.664 -4.271 -7.153  0.0762
H2 -6.227 -3.475 -7.937  0.0756
H3 -7.536 -3.935 -8.929  0.0572
H4 -9.068 -2.296 -7.603  0.1308
H5 -7.596 -0.177 -7.117  0.1177
H6 -6.249 -1.326 -7.041  0.1194
H7 -7.239 0.304 -4.753  0.0758
H8 -6.038 -0.954 -4.334  0.0824
H9 -7.630 -0.786 -3.554  0.0788
H10 -8.606 -0.973 -9.512  0.0703
H11 -8.144 -2.433 -9.776  0.0496
C5 8.752 -4.777 0.983  -0.0786
C6 8.507 -3.346 0.457  -0.4604
C7 9.691 -2.400 0.638  -0.1775
O2 9.312 -1.252 -0.127  -0.1919
C8 9.974 -0.092 0.256  -0.1390
N2 8.157 -3.563 -0.895  0.0387
H12 7.860 -5.367 0.773  0.0760
H13 8.955 -4.888 2.049  0.0693
H14 9.608 -5.271 0.523  0.0718
H15 7.649 -3.039 1.055  0.1397
H16 10.598 -2.765 0.156  0.1275
H17 9.989 -2.259 1.678  0.1278
H18 11.013 -0.220 0.559  0.0887
H19 9.534 0.422 1.110  0.0795
H20 9.827 0.788 -0.371  0.0870
H21 8.905 -4.051 -1.367  0.0783
H22 8.313 -2.636 -1.265  0.0631
C9 -2.947 6.399 1.995  -0.0698
C10 -4.099 7.418 2.044  -0.3996
C11 -5.524 6.966 1.453  -0.1446
O3 -6.587 7.928 1.736  -0.2079
C12 -6.406 9.375 1.437  -0.0825
N3 -4.325 7.894 3.422  0.0186
H23 -3.227 5.459 2.470  0.0702
H24 -1.986 6.658 2.439  0.0727
H25 -2.644 6.168 0.974  0.0693
H26 -3.768 8.352 1.589  0.1140
H27 -5.774 6.029 1.951  0.1145
H28 -5.522 6.807 0.375  0.1097
H29 -6.640 9.775 0.450  0.0762
H30 -5.389 9.721 1.622  0.0591
H31 -6.954 10.046 2.099  0.0800
H32 -4.915 8.713 3.460  0.0483
H33 -4.690 7.264 4.122  0.0718
C13 5.288 -3.976 8.147  -0.1066
C14 5.191 -5.439 8.503  -0.3375
O4 3.873 -5.678 8.958  -0.0799
H34 5.058 -3.384 9.033  0.0738
H35 4.552 -3.707 7.389  0.0756
H36 6.306 -3.708 7.864  0.0752
H37 5.959 -5.540 9.270  0.1087
H38 5.336 -5.980 7.568  0.1088
H39 3.681 -6.573 9.249  0.0818
C15 -0.054 -1.431 -0.072  -0.0791
C16 0.971 -0.958 1.021  -0.3273
O5 2.169 -0.549 0.467  -0.0873
H40 0.400 -2.229 -0.660  0.0604
H41 -0.297 -0.723 -0.864  0.0667
H42 -0.927 -1.815 0.456  0.0647
H43 1.349 -1.811 1.583  0.1062
H44 0.547 -0.172 1.646  0.1101
H45 2.661 -1.324 0.188  0.0857

Summary:
Gap between HOMO and LUMO   9.70 eV
Calculated total energy   -32024.5512 eV
LUMO energy   0.0289 Ha
2S+1   1
Energy relative to the best compared isomer or geometry (same formula, charge and spin)   69.27 kcal per mole
HOMO level   -8.91 eV